# 1
Here is a cluster of 8 separate species, C29H58Cl2O18 in total from the Open Molecules 2025 dataset. Energies are from ωB97M-V with the def2-TZVPD basis set.

E_LUMO ... 0.16 eV
Frontier orbital gap ... 10.259 eV
Structure (SMILES) ... CCOC(=O)OC.CCOC(=O)OC.CCOC(=O)OC.CCOC(=O)OC.CCOC(C)=O.CCOC(C)=O.CCOC(C)=O.ClCCl
ΔE to the lowest compared entry with this formula, charge and spin ... 368.09 kJ/mol
F_max ... 0.1344 Eh/bohr
E_tot ... -3414.40380 Ha

Structure (ORCA input):
```
! RIJCOSX wB97M-V def2-TZVPD def2/J DEFGRID3
* xyz 0 1
C -3.294 4.695 -5.124
Cl -2.210 6.080 -4.875
Cl -3.225 4.017 -6.793
H -3.135 3.875 -4.422
H -4.326 4.971 -4.907
C 6.346 -4.965 4.780
C 6.165 -3.907 3.644
O 5.697 -4.445 2.360
C 6.431 -5.294 1.683
O 7.602 -5.679 2.017
O 5.839 -5.624 0.462
C 6.522 -6.373 -0.509
H 5.435 -5.541 4.941
H 6.427 -4.463 5.745
H 7.109 -5.738 4.696
H 7.092 -3.334 3.638
H 5.371 -3.224 3.944
H 6.350 -5.980 -1.511
H 6.276 -7.427 -0.382
H 7.607 -6.385 -0.404
C -14.815 -0.089 -1.580
C -13.842 -0.362 -2.732
O -12.677 -0.072 -2.108
C -11.495 -0.142 -2.814
O -11.307 -0.380 -3.960
O -10.511 0.165 -1.961
C -9.174 0.126 -2.283
H -15.781 -0.578 -1.708
H -15.103 0.961 -1.635
H -14.365 -0.247 -0.600
H -14.050 0.191 -3.648
H -13.894 -1.447 -2.825
H -8.516 -0.025 -1.427
H -8.950 1.133 -2.635
H -8.954 -0.612 -3.055
C 11.209 1.824 7.418
C 11.370 1.430 5.921
O 10.123 1.363 5.329
C 10.013 1.139 4.091
O 10.897 0.963 3.196
O 8.696 1.046 3.769
C 8.331 0.839 2.362
H 10.691 1.097 8.044
H 10.652 2.752 7.549
H 12.211 1.977 7.819
H 11.827 0.458 5.737
H 11.890 2.282 5.483
H 8.768 -0.012 1.840
H 8.557 1.796 1.890
H 7.246 0.735 2.353
C -2.834 6.636 0.896
C -4.270 7.188 0.819
O -4.903 7.302 2.074
C -5.963 8.071 2.117
O -6.648 8.406 1.118
O -6.291 8.154 3.442
C -7.501 8.892 3.740
H -2.833 5.572 1.131
H -2.354 7.197 1.698
H -2.213 6.837 0.023
H -4.883 6.640 0.104
H -4.116 8.212 0.478
H -7.914 9.375 2.855
H -7.131 9.651 4.430
H -8.278 8.353 4.283
O -0.072 1.664 -1.397
C -0.325 0.471 -1.301
O 0.618 -0.500 -1.301
C 1.994 -0.131 -1.400
C 2.837 -1.400 -1.149
C -1.692 -0.118 -1.348
H 2.255 0.639 -0.675
H 2.073 0.193 -2.438
H 2.770 -2.241 -1.839
H 2.605 -1.911 -0.215
H 3.892 -1.129 -1.100
H -1.857 -0.917 -0.625
H -1.786 -0.617 -2.312
H -2.501 0.594 -1.189
O -0.627 -5.008 4.679
C -1.013 -4.050 5.382
O -0.481 -2.801 5.334
C 0.624 -2.549 4.557
C 0.773 -0.955 4.603
C -2.217 -4.124 6.364
H 0.557 -2.915 3.532
H 1.559 -3.044 4.819
H 1.680 -0.561 4.145
H 0.860 -0.583 5.624
H -0.127 -0.569 4.124
H -2.933 -4.889 6.065
H -2.728 -3.173 6.510
H -1.732 -4.369 7.309
O 1.523 -0.342 -9.506
C 1.638 -1.326 -8.758
O 1.924 -2.581 -9.024
C 1.771 -2.978 -10.397
C 2.071 -4.446 -10.699
C 1.419 -1.089 -7.300
H 2.335 -2.300 -11.037
H 0.763 -2.669 -10.675
H 3.023 -4.483 -11.229
H 1.326 -4.722 -11.446
H 2.074 -5.018 -9.772
H 1.729 -1.996 -6.782
H 0.361 -0.841 -7.217
H 2.042 -0.272 -6.937
*
```

Here are the Mulliken charges for atoms 1 to 5, given in e: -0.195, -0.138, -0.155, 0.226, 0.262

***

# 2
Here is a structure of composition C29H59BI2NO6S from the Open Molecules 2025 dataset. Energies are from ωB97M-V with the def2-TZVPD basis set.

E_LUMO ... -4.20 eV
Frontier orbital gap ... 4.623 eV
F_max ... 0.0589 Eh/bohr
E_tot ... -2664.69553 Ha

Structure (ORCA input):
```
! RIJCOSX wB97M-V def2-TZVPD def2/J DEFGRID3
* xyz 1 1
C -2.309 0.607 -0.378
C -2.477 0.072 1.060
O -1.447 -0.858 1.458
B -1.776 -2.169 1.337
O -2.902 -2.658 1.990
N -0.906 -3.062 0.466
C -0.627 -2.573 -0.763
C 0.175 -3.252 -1.646
I 0.605 -2.379 -3.527
C 0.703 -4.524 -1.275
I 1.936 -5.626 -2.600
C 0.385 -4.998 0.027
S 1.086 -6.595 0.490
C -0.431 -4.246 0.909
C -0.676 -4.813 2.292
C 0.583 -4.699 3.217
C 0.907 -3.216 3.569
C 0.449 -2.861 5.021
C 2.448 -2.905 3.488
C 2.709 -1.821 2.395
C 4.091 -2.088 1.729
C 4.220 -1.903 0.339
C 4.450 -0.516 -0.232
C 4.077 -3.147 -0.536
H -2.747 -0.156 -1.061
H -1.245 0.683 -0.654
H -2.858 1.536 -0.563
H -2.407 0.962 1.732
H -3.509 -0.300 1.160
H -2.649 -2.663 2.929
H -1.003 -1.605 -1.100
H 0.018 -7.427 0.324
H -0.832 -5.897 2.149
H -1.576 -4.451 2.799
H 1.458 -5.171 2.752
H 0.297 -5.232 4.140
H 0.400 -2.489 2.905
H 0.799 -1.826 5.198
H -0.651 -2.853 5.110
H 0.942 -3.490 5.777
H 2.779 -2.487 4.450
H 3.037 -3.805 3.240
H 1.958 -1.860 1.589
H 2.671 -0.814 2.867
H 4.920 -2.431 2.367
H 3.884 -0.341 -1.167
H 5.524 -0.329 -0.381
H 4.093 0.234 0.502
H 4.653 -3.984 -0.083
H 4.407 -2.999 -1.577
H 3.017 -3.441 -0.457
C -0.705 -3.238 -8.579
C 0.801 -3.440 -8.531
C 1.157 -4.902 -8.309
O 1.358 -2.647 -7.480
H -1.167 -3.540 -7.633
H -0.946 -2.184 -8.729
H -1.157 -3.817 -9.386
H 1.247 -3.091 -9.463
H 0.755 -5.257 -7.355
H 2.239 -5.030 -8.268
H 0.761 -5.531 -9.108
H 0.971 -2.945 -6.651
C -4.686 1.991 5.361
C -4.357 2.984 4.257
C -5.575 3.811 3.878
O -3.877 2.281 3.106
H -5.459 1.290 5.033
H -3.806 1.398 5.617
H -5.037 2.501 6.259
H -3.554 3.645 4.585
H -6.377 3.168 3.502
H -5.328 4.512 3.079
H -5.953 4.374 4.732
H -4.582 1.696 2.809
C 1.266 3.511 0.782
C -0.041 4.188 0.401
C -0.229 5.490 1.162
O -1.135 3.308 0.677
H 1.277 3.265 1.849
H 1.385 2.573 0.236
H 2.120 4.154 0.564
H -0.052 4.385 -0.672
H -0.267 5.311 2.240
H -1.174 5.962 0.886
H 0.584 6.187 0.953
H -1.137 3.126 1.624
C 0.305 7.118 -3.267
C 0.704 7.445 -1.836
C 0.942 8.936 -1.655
O 1.889 6.725 -1.492
H 1.099 7.402 -3.964
H 0.147 6.045 -3.385
H -0.610 7.640 -3.552
H -0.080 7.114 -1.153
H 1.757 9.279 -2.299
H 1.236 9.154 -0.626
H 0.046 9.512 -1.891
H 2.591 7.008 -2.088
*
```

Here are the Mulliken charges for atoms 1 to 5, given in e: -1.399, 0.164, -0.631, 0.743, -0.425

***

# 3
Here is a structure of composition C29H60Br24O2P from the Open Molecules 2025 dataset. Energies are from ωB97M-V with the def2-TZVPD basis set.

E_LUMO ... -2.79 eV
Frontier orbital gap ... 8.146 eV
F_max ... 0.1219 Eh/bohr
E_tot ... -63408.83205 Ha

Structure (ORCA input):
```
! RIJCOSX wB97M-V def2-TZVPD def2/J DEFGRID3
* xyz 1 1
O -3.184 -0.203 2.129
C -2.375 -0.968 2.437
C -2.158 -2.235 1.641
P -0.378 -2.557 1.328
C 0.631 -1.078 1.588
C 1.671 -0.901 0.443
C 1.031 -0.885 -0.938
O 1.436 0.245 -1.667
H -1.721 -0.789 3.303
H -2.672 -2.221 0.695
H -2.516 -3.112 2.166
H -0.322 -3.022 0.013
H 0.076 -3.630 2.115
H 0.046 -0.175 1.597
H 1.195 -1.175 2.496
H 2.354 -1.727 0.531
H 2.191 0.027 0.611
H -0.061 -0.894 -0.892
H 1.303 -1.801 -1.450
H 1.555 -0.036 -2.577
Br -5.221 0.951 5.969
C -5.117 1.733 4.188
C -5.657 3.134 4.139
Br -7.599 3.167 4.136
H -5.642 1.060 3.518
H -4.058 1.735 3.940
H -5.370 3.601 3.198
H -5.329 3.756 4.965
Br -2.126 4.112 1.305
C -2.950 2.409 0.844
C -3.893 2.565 -0.322
Br -5.550 3.415 0.245
H -3.445 2.044 1.739
H -2.127 1.745 0.586
H -4.181 1.594 -0.717
H -3.482 3.172 -1.125
Br -1.381 -5.548 3.860
C 0.088 -6.817 3.647
C 1.307 -6.381 4.410
Br 2.236 -4.929 3.501
H 0.269 -6.913 2.581
H -0.291 -7.759 4.035
H 2.034 -7.190 4.467
H 1.080 -6.029 5.411
Br -0.255 8.335 -2.613
C -2.135 7.857 -2.510
C -2.333 6.541 -1.811
Br -1.852 5.051 -2.971
H -2.511 7.851 -3.529
H -2.609 8.662 -1.953
H -3.382 6.390 -1.566
H -1.736 6.443 -0.910
Br 4.515 -6.064 6.607
C 5.284 -7.857 6.613
C 5.639 -8.308 5.224
Br 4.059 -8.848 4.219
H 4.565 -8.505 7.099
H 6.177 -7.783 7.229
H 6.265 -9.194 5.262
H 6.135 -7.538 4.643
Br -10.348 6.569 5.658
C -10.212 7.431 3.919
C -9.074 6.870 3.111
Br -7.354 7.532 3.736
H -10.114 8.495 4.102
H -11.161 7.235 3.425
H -9.146 7.191 2.074
H -9.024 5.786 3.151
Br -0.905 7.699 -6.334
C 0.999 7.739 -5.938
C 1.832 7.773 -7.190
Br 1.925 6.028 -8.059
H 1.202 6.877 -5.316
H 1.149 8.644 -5.354
H 2.863 8.026 -6.955
H 1.450 8.472 -7.929
Br 3.646 9.176 -3.056
C 4.513 7.528 -2.488
C 5.129 6.799 -3.652
Br 3.767 5.917 -4.724
H 3.757 6.939 -1.978
H 5.278 7.832 -1.778
H 5.788 6.006 -3.303
H 5.677 7.456 -4.319
Br 5.522 -11.291 7.130
C 6.320 -12.202 5.602
C 5.268 -12.791 4.703
Br 4.505 -14.414 5.457
H 7.003 -12.944 6.002
H 6.887 -11.439 5.071
H 5.708 -13.089 3.757
H 4.443 -12.111 4.518
Br -1.190 7.843 -11.970
C -0.957 8.703 -10.241
C -0.489 10.126 -10.384
Br 1.404 10.222 -10.833
H -0.267 8.085 -9.674
H -1.937 8.671 -9.770
H -0.583 10.654 -9.437
H -1.023 10.669 -11.155
Br 7.010 -12.430 1.303
C 6.063 -14.072 0.852
C 4.870 -13.795 -0.020
Br 3.399 -13.041 1.010
H 5.794 -14.549 1.790
H 6.789 -14.689 0.329
H 4.484 -14.719 -0.442
H 5.086 -13.094 -0.818
Br -1.570 -0.314 -1.307
C -1.234 0.018 -3.203
C -1.832 1.322 -3.659
Br -3.761 1.200 -3.890
H -1.628 -0.838 -3.742
H -0.151 0.041 -3.299
H -1.443 1.592 -4.638
H -1.649 2.135 -2.962
*
```

Here are the Mulliken charges for atoms 1 to 5, given in e: -0.368, -0.356, -0.493, 0.562, -0.636

***

# 4
Here is a cluster of 3 separate species, C29H60F3N4OPS4 in total from the Open Molecules 2025 dataset. Energies are from ωB97M-V with the def2-TZVPD basis set.

E_LUMO ... -0.31 eV
Frontier orbital gap ... 7.653 eV
F_max ... 0.0506 Eh/bohr
E_tot ... -3668.73721 Ha

Structure (ORCA input):
```
! RIJCOSX wB97M-V def2-TZVPD def2/J DEFGRID3
* xyz 0 1
C 9.207 0.562 0.156
C 7.657 0.515 -0.311
N 7.551 0.996 -1.699
C 7.747 2.438 -1.898
C 7.162 3.409 -0.787
C 6.469 0.420 -2.451
S 5.025 1.140 -2.870
S 6.749 -1.346 -2.959
C 5.135 -2.088 -3.457
C 4.127 -2.385 -2.256
C 2.715 -1.704 -2.589
P 1.327 -2.230 -1.389
C -0.159 -2.899 -2.382
C -1.439 -1.956 -2.283
C -2.279 -2.211 -0.939
S -4.104 -2.203 -1.175
C -4.767 -0.515 -0.811
S -3.719 0.603 -0.159
N -6.160 -0.307 -1.166
C -6.957 0.306 -0.082
C -8.206 1.139 -0.678
O -7.807 2.211 -1.567
C -6.559 1.936 -2.225
C -6.330 0.381 -2.470
C 1.891 -3.685 -0.311
F 2.116 -4.850 -1.074
F 0.808 -4.000 0.535
F 3.004 -3.401 0.471
H 9.373 1.289 1.000
H 9.784 0.834 -0.788
H 9.534 -0.496 0.406
H 6.950 0.980 0.436
H 7.399 -0.598 -0.328
H 8.864 2.662 -1.982
H 7.309 2.769 -2.896
H 7.954 3.484 0.038
H 7.083 4.469 -1.199
H 6.219 3.060 -0.281
H 4.709 -1.456 -4.290
H 5.387 -3.097 -3.928
H 4.555 -2.052 -1.268
H 3.951 -3.507 -2.217
H 2.837 -0.586 -2.447
H 2.478 -1.950 -3.667
H -0.385 -3.951 -2.030
H 0.184 -2.927 -3.463
H -1.148 -0.857 -2.326
H -2.111 -2.199 -3.161
H -2.003 -3.269 -0.603
H -1.895 -1.520 -0.134
H -6.394 1.026 0.581
H -7.413 -0.507 0.574
H -8.784 1.627 0.175
H -8.923 0.421 -1.184
H -6.559 2.429 -3.247
H -5.703 2.364 -1.622
H -7.251 -0.090 -2.957
H -5.467 0.165 -3.173
C 3.732 -5.306 2.396
C 4.352 -6.158 3.496
N 5.807 -6.105 3.518
C 6.414 -7.147 4.338
C 6.129 -7.126 5.840
C 6.400 -4.780 3.647
C 5.998 -3.933 4.855
H 4.159 -5.551 1.421
H 2.656 -5.489 2.345
H 3.873 -4.239 2.578
H 4.041 -7.192 3.313
H 3.917 -5.868 4.462
H 7.499 -7.140 4.185
H 6.085 -8.117 3.948
H 6.664 -6.319 6.343
H 6.473 -8.062 6.291
H 5.064 -7.032 6.059
H 6.160 -4.210 2.743
H 7.491 -4.868 3.626
H 4.917 -3.905 5.005
H 6.329 -2.901 4.704
H 6.468 -4.284 5.774
C -8.162 4.738 1.299
C -8.730 6.081 0.858
N -7.736 6.966 0.266
C -8.190 8.346 0.141
C -9.373 8.625 -0.785
C -7.007 6.440 -0.883
C -7.820 5.968 -2.089
H -7.300 4.872 1.958
H -8.920 4.177 1.851
H -7.857 4.125 0.447
H -9.141 6.563 1.752
H -9.578 5.906 0.181
H -7.347 8.977 -0.164
H -8.456 8.704 1.143
H -9.093 8.547 -1.835
H -9.729 9.647 -0.627
H -10.215 7.956 -0.595
H -6.393 5.599 -0.543
H -6.277 7.184 -1.220
H -8.647 5.314 -1.805
H -7.175 5.398 -2.764
H -8.219 6.804 -2.663
*
```

Here are the Mulliken charges for atoms 1 to 5, given in e: -1.048, -0.152, 0.058, -0.790, -0.862